Entry 1:
ORCA calculation (ωB97M-V/def2-TZVPD) on one molecule with the formula C3H6O2.

Its charge is 0. The molar mass is 74.08 g/mol. The value obtained for the largest force on an atom is 0.49 eV/Å. Its energy above the lowest of the compared OMol25 structures with the same formula, charge and spin is 75.6 kcal/mol.

Atoms and positions in Å:
O -1.41846 0.46255 -0.92341
O 2.22203 0.68830 -0.41205
C 0.39338 -0.61570 0.11705
C 1.14999 0.65791 0.35069
C -1.08211 -0.28006 0.23566
H -1.69405 -1.18896 0.32290
H 2.64156 1.52825 -0.17807
H -1.21428 0.32555 1.14426
H -2.30199 0.82870 -0.80109
H 0.61745 -1.14868 -0.81873
H 0.68649 -1.25786 0.96278

Results of the Mulliken charge analysis, in e, for atoms 1 through 8: -0.507, -0.289, -0.178, -0.548, -0.453, 0.319, 0.453, 0.332

=====

Entry 2:
ORCA calculation (ωB97M-V/def2-TZVPD) on one molecule with the formula C4H8N2O at a distorted geometry.

Its charge is 0. The molar mass is 100.12 g/mol. The value obtained for the largest force on an atom is 5.16 eV/Å. Its energy above the lowest of the compared OMol25 structures with the same formula, charge and spin is 76.7 kcal/mol. As for the SMILES: [H]/N=C(OC)/C(C)=N/[H].

Atoms and positions in Å:
O -0.44701 -0.64254 1.22315
N 1.22818 1.31074 0.85905
N -0.86600 -0.41896 -1.19667
C -0.28571 -0.34694 -0.05556
C 1.04786 0.64997 -0.17400
C -1.68330 -1.21903 1.64657
C 1.54951 0.89759 -1.54070
H 0.97799 1.72557 -1.98734
H -1.77001 -0.87014 -1.09687
H -1.64591 -2.18688 1.19551
H 1.49259 0.07881 -2.24385
H -2.67420 -0.59126 1.44241
H 2.55121 0.99780 -1.52520
H -1.43482 -1.43008 2.61047
H 1.95963 2.04535 0.84303

Results of the Mulliken charge analysis, in e, for atoms 1 through 8: -0.288, -0.565, -0.582, 0.454, 0.572, -0.847, -1.299, 0.243

=====

Entry 3:
ORCA calculation (ωB97M-V/def2-TZVPD) on C14H33BBaF4O8 as an isolated structure at a distorted geometry.

Its charge is 0. The molar mass is 553.54 g/mol. The value obtained for the largest force on an atom is 1.29 eV/Å. Its energy above the lowest of the compared OMol25 structures with the same formula, charge and spin is 0.0 kcal/mol.

Atoms and positions in Å:
Ba 0.33011 0.32303 -0.06763
F 2.28520 1.35241 -3.23421
F 4.18255 1.40581 -1.93121
F 2.56972 -0.16461 -1.48307
F 2.14081 1.96991 -0.98335
O -1.42717 -0.03101 2.27748
O -2.04887 1.97699 0.05804
O -0.14906 2.95691 0.59821
O 1.64731 -1.85221 1.09045
O 1.94755 0.61873 2.33053
O 0.20831 -1.86216 -2.03208
O -0.59778 0.68105 -2.63900
O -1.88370 -1.45858 0.11514
C 1.41780 -3.21807 0.80271
C -3.06072 -0.74115 -0.21700
C 2.99017 -0.34452 2.39055
C -1.56308 1.00069 3.22515
C -2.01123 -2.14224 1.34275
C -0.80845 -0.30711 -3.61374
C 2.42097 1.97093 2.30895
C -0.77083 1.98636 -3.14730
C -1.99050 4.37522 0.08666
C 2.37829 -1.71232 2.29716
C -0.85097 -1.67451 -2.94933
C -1.36657 3.01566 0.27518
C -2.15766 -1.19748 2.54871
C 1.36031 -2.41485 -2.64883
B 2.80557 1.18587 -1.96421
H -1.11592 -2.74700 1.46103
H -1.75517 4.68588 -0.93480
H -1.76144 -1.71407 3.43579
H -1.78456 -1.79532 -2.39963
H -0.80217 -2.44472 -3.72616
H -3.89012 -1.42895 -0.43738
H 3.71211 -0.15244 1.58691
H -0.63941 1.57808 3.23029
H -1.49368 5.09713 0.73701
H 2.36662 -3.74373 0.62677
H -0.65279 2.69090 -2.32716
H -2.89435 -0.17285 -1.12755
H 0.82425 -3.27648 -0.10511
H -3.20668 -0.95753 2.76083
H 1.56162 2.60783 2.48563
H 3.18928 -2.45063 2.33249
H -2.41075 1.65441 3.01289
H 3.52289 -0.26463 3.34755
H -2.88735 -2.80256 1.30635
H -1.67435 0.60039 4.24468
H 1.67793 -1.82235 -3.51154
H 3.20205 2.16427 3.05293
H 0.00325 -0.25640 -4.35289
H 0.92584 -3.71891 1.64482
H -1.77258 2.12085 -3.57439
H -3.30617 -0.06451 0.59586
H 1.70756 -1.89535 3.14559
H -1.75812 -0.12157 -4.13031
H -0.02349 2.21349 -3.91347
H 2.16957 -2.40326 -1.92801
H 2.87404 2.15825 1.33161
H -3.05888 4.40302 0.27433
H 1.15290 -3.44003 -2.98166

Results of the Mulliken charge analysis, in e, for atoms 1 through 8: 0.770, -0.391, -0.350, -0.342, -0.365, 0.694, -0.476, -0.576

=====

Entry 4:
ORCA calculation (ωB97M-V/def2-TZVPD) on a 2-piece molecular cluster, C3H9BOS overall at a distorted geometry.

Its charge is 0. The molar mass is 103.98 g/mol. The value obtained for the largest force on an atom is 4.84 eV/Å. Its energy above the lowest of the compared OMol25 structures with the same formula, charge and spin is 41.3 kcal/mol. As for the SMILES: COB1CS1.C.

Atoms and positions in Å:
S 1.39980 1.48084 -1.13970
O 0.22172 -1.00634 -0.45077
C 2.70703 0.25137 -0.72671
C -0.00218 -2.38709 -0.12683
C -2.33536 1.79643 0.96370
B 1.27049 -0.23413 -0.69983
H 0.77338 -3.05562 -0.42903
H -1.82270 2.48275 0.37684
H -2.75343 2.36151 1.92641
H 3.30770 0.63632 0.14924
H -0.89575 -2.65304 -0.79003
H -1.69053 0.87689 1.26320
H 3.37575 0.19791 -1.57347
H -3.15918 1.55144 0.41767
H -0.39673 -2.29924 0.83932

Results of the Mulliken charge analysis, in e, for atoms 1 through 8: -0.300, -0.586, -0.542, -0.620, -0.882, 0.720, 0.327, 0.233

=====

Entry 5:
ORCA calculation (ωB97M-V/def2-TZVPD) on one molecule with the formula C6H8N2O at a distorted geometry.

Its charge is 0. The molar mass is 124.14 g/mol. The value obtained for the largest force on an atom is 1.75 eV/Å. Its energy above the lowest of the compared OMol25 structures with the same formula, charge and spin is 68.7 kcal/mol.

Atoms and positions in Å:
O 0.43210 1.60096 -0.69045
N -2.74199 0.80722 -0.26155
N -0.06062 -1.42199 -0.58457
C -0.30817 1.68113 1.58812
C -1.27584 -1.02003 -0.44447
C -1.55378 0.35426 -0.19769
C -0.33629 1.20451 0.15388
C 1.09539 -1.55271 -0.30869
C 2.37797 -1.73447 -0.96816
H 0.20871 2.64929 1.66513
H -2.82953 1.80308 -0.05736
H 2.63842 -0.83746 -1.51901
H 2.31401 -2.56296 -1.66410
H 0.26706 0.91724 2.19273
H -1.30546 1.77257 1.99805
H 3.15951 -1.95860 -0.24490
H -2.08148 -1.70204 -0.65696

Results of the Mulliken charge analysis, in e, for atoms 1 through 8: -0.538, -0.721, -0.104, -1.022, -0.423, 0.514, 0.438, 0.283

=====

Entry 6:
ORCA calculation (ωB97M-V/def2-TZVPD) on C32H54As2IMgN4O4P2S as an isolated structure at a distorted geometry.

Its charge is +1. The molar mass is 953.88 g/mol. The value obtained for the largest force on an atom is 1.39 eV/Å. Its energy above the lowest of the compared OMol25 structures with the same formula, charge and spin is 42.8 kcal/mol.

Atoms and positions in Å:
I 2.89965 0.13633 1.70766
As -1.50494 1.75585 3.36968
As -2.43939 -0.10692 0.66099
S 1.06580 2.94886 -0.77383
P 0.82905 0.00918 -2.33108
P 0.86526 -2.82943 -1.35594
Mg 0.26773 -0.93986 0.75417
O 0.29797 0.14336 -0.92018
O 1.32761 -2.39819 0.00461
O 0.80269 2.36913 -2.17514
O 0.87694 -1.70818 -2.45720
N 2.38931 0.21551 -2.79113
N -0.23615 0.23938 -3.55427
N 1.81047 -4.02232 -1.96202
N -0.73124 -3.26305 -1.26412
C -0.47560 3.78798 -0.28784
C -3.96768 3.74411 -0.19142
C -0.09230 5.22123 0.05872
C 2.77000 -1.46035 3.09402
C 3.94661 -1.81642 3.68012
C -2.91344 1.79814 0.79810
C 0.10305 -0.28575 -4.88468
C -2.85287 3.92859 1.92358
C 2.79841 1.20398 -3.78292
C -1.11067 -4.12090 -0.12520
C -3.07130 -0.48903 -1.14988
C 2.76289 -4.71188 -1.07727
C -1.20059 1.34154 -3.59452
C -2.15507 2.86703 4.84189
C 0.91083 5.63515 -1.01917
C 0.27956 -1.70897 2.72392
C 1.50016 -2.02781 3.41129
C -3.63739 2.39543 -0.23416
C 3.50195 -0.45003 -2.11903
C -3.56855 4.51701 0.88974
C -2.51728 2.57540 1.89802
C 1.95166 4.51936 -1.04319
C -1.34613 -3.70488 -2.52198
C -3.97438 -0.80555 1.64423
C 2.75259 -3.32897 5.10885
C 0.30864 -3.53673 4.93227
C -0.85606 -2.31432 3.22116
C 0.16014 2.74790 3.04560
C 3.93654 -2.79064 4.70264
C 2.13232 -4.11741 -3.38507
C -0.86308 -3.20556 4.32336
C 1.52816 -2.96600 4.48891
H 1.93971 1.68857 -4.23471
H -1.92280 3.92197 4.70291
H -4.15599 -0.52597 -1.20256
H 0.86919 2.54336 3.84675
H -0.76220 -0.79959 -5.30540
H -1.81651 -2.11398 2.75288
H -2.43102 -3.66796 -2.42161
H -0.04283 3.81958 3.00051
H -1.39388 1.72329 -2.59791
H 1.42386 -3.55127 -3.98522
H -2.65521 -1.45065 -1.44994
H 3.13826 -3.73217 -3.58421
H -0.88134 -5.17416 -0.31855
H 2.48620 4.40738 -1.98682
H 2.67097 4.61600 -0.22594
H -4.87361 -0.32909 1.26362
H 1.36712 6.60209 -0.81730
H -2.55620 4.53886 2.77031
H 0.38642 5.25268 1.04200
H 4.87890 -1.35111 3.38537
H -1.67131 2.51802 5.75193
H -0.84165 2.16742 -4.21311
H -3.96078 1.81057 -1.08458
H -4.04212 -1.88364 1.50882
H 0.33144 -4.23380 5.76467
H 2.72706 -4.04721 5.92259
H 4.13684 -0.94399 -2.85904
H 3.78098 -4.34684 -1.24426
H -2.18607 -4.03225 0.03523
H 3.16294 -1.19296 -1.40476
H -2.13442 0.96722 -4.01825
H -3.82682 5.56850 0.93396
H -1.09228 3.73393 -1.18735
H 3.37534 0.70478 -4.56529
H -1.05680 -4.73239 -2.76959
H 2.50951 -4.55052 -0.03420
H -3.86202 -0.58686 2.70271
H 0.60731 2.41620 2.10664
H 2.09581 -5.16008 -3.70458
H 3.42691 1.97760 -3.33533
H 0.93001 -0.98844 -4.83164
H -2.69649 0.26469 -1.83910
H -4.54301 4.18548 -0.99701
H 0.37906 0.52721 -5.56148
H 0.41093 5.69308 -1.98845
H 4.11171 0.27299 -1.57618
H -1.05876 -3.04536 -3.34186
H -1.79904 -3.63544 4.66844
H -3.23030 2.74048 4.95304
H -0.60170 -3.81202 0.78641
H 2.74248 -5.78442 -1.27893
H 4.87063 -3.08097 5.16950
H -0.97088 5.86345 0.09288
H -0.95548 3.23641 0.52172

Results of the Mulliken charge analysis, in e, for atoms 1 through 8: 0.078, 0.525, 1.492, 1.005, -0.286, -2.351, 1.328, 0.050

=====

Entry 7:
ORCA calculation (ωB97M-V/def2-TZVPD) on an isolated ion of composition C3H8NOS and charge +1 at a distorted geometry.

Its charge is +1. The molar mass is 106.17 g/mol. The value obtained for the largest force on an atom is 3.62 eV/Å. Its expectation value of S² is 2.0070. Its energy above the lowest of the compared OMol25 structures with the same formula, charge and spin is 27.9 kcal/mol. Its multiplicity is 3.

Atoms and positions in Å:
S 0.53280 0.69395 2.70660
O 0.54467 1.79324 1.38271
N 0.94073 0.01257 -0.01348
C 0.01523 0.53441 1.01411
C -1.78823 0.51559 0.64483
C 1.33091 -1.37433 0.11234
H -1.93304 0.48677 -0.42583
H 0.39756 0.20445 -0.82368
H 0.38238 -1.91783 0.28786
H 1.84269 -1.31763 1.10178
H 1.86511 0.67761 0.01648
H -2.27750 -0.26994 1.21999
H 1.90799 -1.86903 -0.67958
H -2.15556 1.45538 1.10197

Results of the Mulliken charge analysis, in e, for atoms 1 through 8: 0.073, -0.379, -0.178, 0.325, -0.972, -0.700, 0.379, 0.352